2 unconnected molecules or ions with the total composition C5H15NO at a distorted geometry. Source: OMol25; level of theory: ωB97M-V/def2-TZVPD.

Last columns: bonded neighbours and bond lengths (Å).
CARTESIAN COORDINATES (ANGSTROEM)
1 C 0.70 0.64 1.16  N2 1.451, C6 1.546, H7 1.087, H8 1.103
2 N -0.16 -0.33 0.51  C1 1.451, C3 1.503, C5 1.453
3 C 0.66 -1.28 -0.32  N2 1.503, C4 1.504, H9 1.089, H10 1.090
4 C -0.20 -2.24 -1.09  C3 1.504, H11 1.090, H12 1.085, H13 1.096
5 C -1.24 0.28 -0.26  N2 1.453, H14 1.097, H15 1.090, H16 1.093
6 C 0.02 1.17 2.44  C1 1.546, H17 1.090, H18 1.085, H19 1.087
7 H 1.59 0.07 1.42  C1 1.087
8 H 1.04 1.47 0.52  C1 1.103
9 H 1.30 -0.69 -0.97  C3 1.089
10 H 1.22 -1.76 0.47  C3 1.090
11 H 0.37 -3.09 -1.46  C4 1.090
12 H -0.70 -1.81 -1.95  C4 1.085
13 H -1.00 -2.70 -0.48  C4 1.096
14 H -1.63 1.23 0.13  C5 1.097
15 H -1.12 0.32 -1.35  C5 1.090
16 H -2.13 -0.35 -0.22  C5 1.093
17 H 0.67 1.46 3.26  C6 1.090
18 H -0.60 0.36 2.82  C6 1.085
19 H -0.59 2.03 2.15  C6 1.087
20 H 0.07 1.72 -1.73  O22 0.976
21 H 1.33 1.79 -2.40  O22 0.973
22 O 0.40 1.69 -2.65  H20 0.976, H21 0.973

energy above the lowest of the compared OMol25 structures with the same formula, charge and spin	31.7	kcal/mol
total energy	-329.45702	hartree
SMILES	CCN(C)CC.O
largest force on an atom	0.039	Eh/bohr
LUMO	0.91	eV
frontier orbital gap	0.3470	Ha
charge	0